Entry 1:
16 unconnected molecules or ions with the total composition C64H112N16 at a distorted geometry. Source: the Open Molecules 2025 dataset; level of theory: ωB97M-V/def2-TZVPD.

CARTESIAN COORDINATES (ANGSTROEM)
1 C -5.86 -0.82 -22.94
2 C -4.42 -1.23 -22.92
3 C -3.74 -0.98 -21.57
4 C -4.24 -1.83 -20.48
5 N -4.66 -2.43 -19.54
6 H -6.27 -0.93 -23.94
7 H -5.98 0.24 -22.74
8 H -6.54 -1.28 -22.22
9 H -3.86 -0.62 -23.63
10 H -4.35 -2.27 -23.23
11 H -3.78 0.08 -21.32
12 H -2.66 -1.13 -21.66
13 C 0.15 6.94 -26.78
14 C 1.65 7.31 -26.86
15 C 2.58 6.50 -27.71
16 C 2.50 5.06 -27.52
17 N 2.44 3.97 -27.43
18 H -0.42 7.72 -26.27
19 H -0.16 5.93 -26.51
20 H -0.24 7.09 -27.79
21 H 2.06 7.30 -25.86
22 H 1.67 8.36 -27.16
23 H 3.58 6.88 -27.51
24 H 2.46 6.82 -28.75
25 C 7.42 -5.26 -22.52
26 C 5.95 -4.97 -22.63
27 C 5.67 -3.53 -22.96
28 C 4.33 -3.14 -23.23
29 N 3.21 -2.92 -23.52
30 H 7.98 -5.22 -23.46
31 H 7.61 -6.32 -22.32
32 H 7.83 -4.73 -21.67
33 H 5.52 -5.20 -21.65
34 H 5.52 -5.67 -23.35
35 H 6.12 -3.35 -23.94
36 H 6.09 -2.93 -22.16
37 C -0.05 -0.39 -18.71
38 C 1.15 0.02 -19.55
39 C 2.43 -0.68 -19.26
40 C 2.82 -0.74 -17.87
41 N 3.06 -0.79 -16.75
42 H -0.86 0.26 -19.02
43 H 0.19 -0.32 -17.65
44 H -0.43 -1.38 -18.96
45 H 1.13 1.11 -19.60
46 H 0.94 -0.24 -20.59
47 H 3.29 -0.55 -19.93
48 H 2.27 -1.74 -19.42
49 C -3.50 4.62 -25.98
50 C -3.37 4.08 -24.55
51 C -3.88 2.64 -24.25
52 C -5.33 2.54 -24.22
53 N -6.48 2.45 -24.23
54 H -4.46 4.45 -26.47
55 H -2.69 4.40 -26.68
56 H -3.33 5.69 -25.94
57 H -3.85 4.72 -23.81
58 H -2.33 4.19 -24.26
59 H -3.66 2.38 -23.21
60 H -3.48 1.96 -25.00
61 C 2.36 2.16 -23.00
62 C 2.05 2.04 -24.45
63 C 0.61 2.08 -24.99
64 C -0.30 1.17 -24.31
65 N -1.02 0.40 -23.84
66 H 1.89 1.31 -22.52
67 H 2.01 3.07 -22.51
68 H 3.44 2.05 -22.87
69 H 2.61 1.21 -24.90
70 H 2.62 2.82 -24.97
71 H 0.65 1.65 -25.99
72 H 0.20 3.09 -25.01
73 C 8.69 -0.59 -23.85
74 C 8.76 0.29 -22.64
75 C 8.17 -0.40 -21.40
76 C 8.77 -1.68 -20.94
77 N 9.20 -2.73 -20.65
78 H 9.09 -1.59 -23.75
79 H 9.07 -0.16 -24.78
80 H 7.65 -0.72 -24.15
81 H 8.41 1.32 -22.75
82 H 9.80 0.45 -22.38
83 H 7.14 -0.68 -21.61
84 H 8.14 0.37 -20.63
85 C 0.58 -3.00 -26.84
86 C 0.22 -1.56 -27.17
87 C -1.21 -1.31 -27.70
88 C -1.31 -1.48 -29.18
89 N -1.38 -1.57 -30.32
90 H -0.10 -3.42 -26.10
91 H 1.63 -3.13 -26.59
92 H 0.30 -3.62 -27.70
93 H 1.01 -0.98 -27.64
94 H 0.37 -1.08 -26.21
95 H -1.31 -0.22 -27.65
96 H -2.06 -1.67 -27.13
97 C 3.24 3.48 -19.48
98 C 1.94 4.23 -19.53
99 C 1.93 5.60 -18.81
100 C 2.51 5.61 -17.46
101 N 2.88 5.70 -16.35
102 H 3.76 3.45 -18.52
103 H 3.92 4.02 -20.14
104 H 3.21 2.46 -19.86
105 H 1.09 3.65 -19.17
106 H 1.75 4.42 -20.59
107 H 0.94 5.99 -19.02
108 H 2.62 6.28 -19.33
109 C 8.30 3.31 -25.04
110 C 6.85 2.89 -24.76
111 C 5.88 2.78 -25.87
112 C 5.85 3.98 -26.67
113 N 5.82 4.99 -27.20
114 H 8.29 3.98 -25.90
115 H 8.95 2.48 -25.33
116 H 8.77 3.87 -24.24
117 H 6.42 3.60 -24.05
118 H 6.83 1.98 -24.16
119 H 4.87 2.62 -25.50
120 H 6.22 2.04 -26.59
121 C 6.55 6.01 -17.04
122 C 7.26 5.05 -17.97
123 C 6.81 5.13 -19.47
124 C 7.54 4.21 -20.34
125 N 8.15 3.47 -21.02
126 H 6.70 7.06 -17.26
127 H 6.86 5.88 -16.00
128 H 5.47 5.91 -17.18
129 H 7.00 4.06 -17.60
130 H 8.33 5.20 -17.87
131 H 7.02 6.20 -19.58
132 H 5.74 5.02 -19.66
133 C 7.75 9.12 -25.70
134 C 7.25 7.73 -25.36
135 C 6.32 7.72 -24.11
136 C 5.54 6.51 -23.87
137 N 4.92 5.60 -23.75
138 H 8.06 9.51 -24.74
139 H 7.00 9.74 -26.20
140 H 8.61 9.02 -26.37
141 H 8.17 7.14 -25.26
142 H 6.72 7.26 -26.19
143 H 5.51 8.44 -24.22
144 H 6.91 7.90 -23.21
145 C 3.71 8.99 -22.33
146 C 2.64 7.88 -22.42
147 C 1.20 8.38 -22.54
148 C 0.23 7.31 -22.88
149 N -0.52 6.47 -23.15
150 H 3.63 9.66 -23.18
151 H 4.74 8.65 -22.22
152 H 3.50 9.71 -21.53
153 H 2.71 7.05 -21.73
154 H 2.74 7.47 -23.43
155 H 1.06 9.20 -23.24
156 H 0.95 8.74 -21.54
157 C 6.86 -0.74 -27.87
158 C 5.82 -1.61 -28.56
159 C 6.36 -2.49 -29.70
160 C 7.73 -2.99 -29.71
161 N 8.82 -3.31 -29.68
162 H 7.84 -1.18 -28.04
163 H 6.68 -0.70 -26.79
164 H 6.84 0.30 -28.19
165 H 4.92 -1.07 -28.85
166 H 5.37 -2.26 -27.81
167 H 6.30 -2.01 -30.67
168 H 5.73 -3.38 -29.64
169 C -0.98 -3.03 -22.10
170 C 0.21 -4.03 -21.70
171 C -0.19 -5.00 -20.53
172 C -1.14 -6.04 -20.88
173 N -1.90 -6.88 -21.10
174 H -0.70 -2.37 -22.92
175 H -1.21 -2.55 -21.14
176 H -1.97 -3.44 -22.26
177 H 1.04 -3.38 -21.42
178 H 0.49 -4.63 -22.57
179 H -0.63 -4.57 -19.63
180 H 0.65 -5.59 -20.18
181 C -6.81 2.73 -28.65
182 C -6.43 1.60 -27.69
183 C -5.27 0.69 -28.09
184 C -3.95 1.37 -27.98
185 N -2.87 1.83 -27.88
186 H -6.03 3.48 -28.75
187 H -7.72 3.19 -28.27
188 H -6.97 2.21 -29.60
189 H -7.30 0.96 -27.57
190 H -6.16 1.89 -26.67
191 H -5.45 0.25 -29.07
192 H -5.30 -0.09 -27.33

Values from the calculation:
Energy above the lowest of the compared OMol25 structures with the same formula, charge and spin = 153.77 kcal/mol
Net charge = 0
F_max = 0.160 Eh/bohr
Electronic energy = -92018.8267 eV
Gap between HOMO and LUMO = 10.81 eV
Highest occupied orbital energy = -11.1 eV

Entry 2:
A molecular structure, C18H19NO2Sn at a distorted geometry. Source: the Open Molecules 2025 dataset; level of theory: ωB97M-V/def2-TZVPD.

CARTESIAN COORDINATES (ANGSTROEM)
1 C 1.85 -0.13 -1.44
2 C 1.28 -1.71 1.22
3 C 2.90 0.61 -0.73
4 H 2.08 0.10 -2.51
5 C 1.14 -0.49 1.74
6 H 0.57 -2.48 1.55
7 H 3.44 1.38 -1.31
8 H 0.23 -0.29 2.33
9 C 3.25 0.53 0.68
10 H 3.95 1.37 0.87
11 H 3.81 -0.38 0.92
12 C 1.94 -1.68 -1.29
13 H 2.77 -2.03 -1.92
14 H 1.02 -2.13 -1.68
15 C 2.20 -2.20 0.13
16 H 3.25 -2.03 0.40
17 H 2.07 -3.29 0.10
18 C 2.08 0.66 1.70
19 H 2.53 0.79 2.70
20 H 1.53 1.59 1.50
21 Sn -1.72 -0.14 -2.47
22 H 0.72 0.15 -1.37
23 O -2.20 -1.09 1.52
24 C -2.29 -0.58 0.41
25 O -2.00 -1.20 -0.74
26 C -2.66 0.84 0.23
27 C -3.27 1.63 1.21
28 C -3.39 2.99 0.97
29 C -2.83 3.56 -0.19
30 C -2.73 4.96 -0.39
31 C -2.02 5.48 -1.46
32 C -1.42 4.61 -2.40
33 C -1.55 3.24 -2.28
34 C -2.25 2.70 -1.18
35 N -2.28 1.34 -0.97
36 H -3.61 1.14 2.11
37 H -3.88 3.64 1.69
38 H -3.20 5.61 0.35
39 H -1.92 6.56 -1.58
40 H -0.84 5.03 -3.23
41 H -1.10 2.55 -3.00

Values from the calculation:
Energy above the lowest of the compared OMol25 structures with the same formula, charge and spin = 15.65 kcal/mol
Net charge = 0
F_max = 0.039 Eh/bohr
Electronic energy = -30388.4373 eV
Gap between HOMO and LUMO (alpha / beta) = 6.34 / 4.94 eV
Highest occupied orbital energy (alpha / beta) = -7.3 / -6.0 eV